--- A ---
2 unconnected molecules or ions with the total composition Br2HOP. Source: the OMol25 dataset; level of theory: ωB97M-V/def2-TZVPD.

LUMO (alpha / beta)   -2.231 / -2.824 eV

XYZ file:
```
5
Br2HOP (ωB97M-V/def2-TZVPD)
O -0.631 -0.107 0.560
P -1.574 0.826 1.331
Br -3.623 -1.325 -0.083
Br -1.506 2.577 -0.149
H -0.115 -0.872 0.831
```


--- B ---
A single Br2HOP molecule. Source: the OMol25 dataset; level of theory: ωB97M-V/def2-TZVPD.

LUMO   -1.469 eV
SMILES string   OP(Br)Br

XYZ file:
```
5
Br2HOP (ωB97M-V/def2-TZVPD)
O 0.263 0.452 0.478
P -0.698 1.153 1.546
Br -2.361 2.281 -0.396
Br 0.539 2.794 2.253
H 1.296 0.422 0.385
```


Quick one: least stable of them? A


--- A ---
A molecular structure, C42H41CaNO4P2. Source: the OMol25 dataset; level of theory: ωB97M-V/def2-TZVPD.

LUMO (alpha / beta)   -0.553 / -0.553 eV

XYZ file:
```
91
C42H41CaNO4P2 (ωB97M-V/def2-TZVPD)
Ca 0.148 2.046 -0.359
C -2.059 1.289 -4.094
C -2.083 -0.019 -3.768
C -1.227 -1.018 -4.489
C 0.255 -0.563 -4.728
C 0.782 0.320 -3.625
C 0.633 1.650 -3.594
C 0.097 2.345 -4.816
C -1.277 1.815 -5.254
C 1.580 -0.434 1.946
H -2.659 2.047 -3.587
H -2.866 -0.458 -3.144
H -1.691 -1.316 -5.453
H -1.202 -1.966 -3.928
H 0.863 -1.479 -4.849
H 0.336 -0.100 -5.728
H 1.362 -0.244 -2.884
H 1.081 2.329 -2.835
H 0.808 2.273 -5.663
H 0.010 3.416 -4.607
H -1.856 2.622 -5.725
H -1.162 1.061 -6.044
H 1.346 0.532 2.383
H 2.193 -1.001 2.675
H 0.656 -1.011 1.785
P -1.320 -1.028 -0.103
P 2.464 -0.304 0.438
C 0.151 -1.139 -1.122
C 1.512 -1.111 -0.841
C -2.247 -2.544 0.115
C -2.516 -3.360 -1.002
C -3.412 -4.411 -0.873
C -3.989 -4.718 0.374
C -3.636 -3.956 1.510
C -2.783 -2.877 1.385
C -2.475 0.184 -0.743
C -1.941 1.365 -1.362
C -2.573 2.610 -1.163
C -3.948 2.597 -0.894
C -4.577 1.410 -0.523
C -3.841 0.225 -0.392
C 4.030 -1.195 0.526
C 3.982 -2.576 0.821
C 5.155 -3.333 0.877
C 6.388 -2.723 0.628
C 6.441 -1.372 0.262
C 5.273 -0.609 0.222
C 2.707 1.407 -0.144
C 2.651 2.421 0.832
C 2.741 3.766 0.479
C 2.980 4.141 -0.856
C 3.124 3.139 -1.811
C 2.911 1.802 -1.483
H -0.179 -1.309 -2.166
H 2.194 -1.556 -1.589
H -2.020 -3.161 -1.963
H -3.674 -5.007 -1.755
H -4.708 -5.526 0.456
H -4.061 -4.223 2.483
H -2.515 -2.272 2.264
H -1.087 1.279 -2.055
H -2.034 3.559 -1.329
H -4.521 3.537 -0.894
H -5.626 1.421 -0.218
H -4.308 -0.656 0.056
H 3.009 -3.058 1.001
H 5.104 -4.407 1.090
H 7.302 -3.304 0.656
H 7.388 -0.903 -0.018
H 5.299 0.454 -0.058
H 2.622 2.160 1.886
H 2.685 4.530 1.253
H 3.073 5.201 -1.135
H 3.391 3.438 -2.839
H 2.858 1.053 -2.265
O -0.226 2.398 2.561
C -0.869 1.369 2.962
O -1.428 0.515 2.179
C -0.967 0.962 4.448
C -1.046 -0.428 4.746
C -1.212 -0.913 6.052
C -1.267 -0.027 7.154
C -1.225 1.350 6.860
C -1.052 1.837 5.548
N -1.197 -0.541 8.495
O -1.124 -1.785 8.669
O -1.186 0.272 9.451
H -1.022 -1.167 3.922
H -1.313 -1.977 6.233
H -1.353 2.020 7.699
H -1.024 2.921 5.394
```


--- B ---
A molecular structure, C42H41CaNO4P2. Source: the OMol25 dataset; level of theory: ωB97M-V/def2-TZVPD.

LUMO (alpha / beta)   -0.874 / -0.878 eV

XYZ file:
```
91
C42H41CaNO4P2 (ωB97M-V/def2-TZVPD)
Ca -3.122 -0.418 2.519
C -5.798 -2.758 1.429
C -5.524 -2.582 0.125
C -6.212 -1.605 -0.778
C -6.353 -0.210 -0.144
C -5.282 0.247 0.836
C -5.341 -0.002 2.188
C -6.454 -0.740 2.821
C -6.895 -2.072 2.151
C 0.143 1.537 -0.488
H -5.302 -3.569 1.975
H -4.864 -3.263 -0.422
H -7.219 -1.977 -1.047
H -5.700 -1.546 -1.755
H -6.403 0.522 -0.976
H -7.366 -0.142 0.292
H -4.730 1.116 0.447
H -4.905 0.709 2.914
H -7.305 -0.051 2.856
H -6.213 -0.952 3.871
H -7.252 -2.736 2.947
H -7.775 -1.890 1.523
H 0.630 1.276 0.448
H 0.724 2.290 -1.018
H 0.050 0.641 -1.101
P -1.514 -1.493 -1.077
P -1.491 2.189 -0.206
C -2.771 -0.216 -1.032
C -2.692 1.155 -1.024
C -1.659 -2.323 -2.701
C -2.826 -2.560 -3.454
C -2.760 -3.368 -4.594
C -1.531 -3.891 -5.021
C -0.359 -3.591 -4.317
C -0.432 -2.818 -3.168
C -2.094 -2.796 0.029
C -2.799 -2.397 1.182
C -2.693 -3.128 2.385
C -2.243 -4.452 2.308
C -1.906 -4.997 1.053
C -1.821 -4.167 -0.079
C -1.558 3.844 -0.931
C -1.270 3.940 -2.300
C -1.275 5.188 -2.919
C -1.551 6.335 -2.171
C -1.801 6.238 -0.803
C -1.787 4.998 -0.164
C -1.751 2.256 1.574
C -0.745 2.102 2.555
C -1.079 2.067 3.911
C -2.389 2.259 4.338
C -3.388 2.502 3.387
C -3.066 2.526 2.018
H -3.763 -0.661 -1.252
H -3.479 1.717 -1.562
H -3.790 -2.142 -3.162
H -3.662 -3.602 -5.171
H -1.480 -4.528 -5.904
H 0.606 -3.971 -4.657
H 0.468 -2.609 -2.594
H -3.678 -1.704 0.992
H -2.966 -2.685 3.363
H -2.204 -5.076 3.207
H -1.700 -6.069 0.964
H -1.576 -4.606 -1.056
H -1.025 3.037 -2.860
H -1.058 5.248 -3.981
H -1.565 7.308 -2.666
H -2.010 7.134 -0.222
H -1.932 4.922 0.915
H 0.302 2.033 2.262
H -0.277 1.913 4.644
H -2.625 2.275 5.405
H -4.415 2.682 3.710
H -3.803 2.840 1.274
O 0.901 -0.687 2.261
C 1.182 -1.206 1.168
O 0.387 -1.772 0.321
C 2.612 -1.211 0.644
C 2.859 -1.148 -0.746
C 4.147 -1.226 -1.260
C 5.229 -1.318 -0.371
C 5.019 -1.354 1.020
C 3.720 -1.274 1.516
N 6.531 -1.157 -0.911
O 6.635 -0.993 -2.151
O 7.535 -1.141 -0.169
H 2.039 -1.030 -1.454
H 4.347 -1.190 -2.325
H 5.895 -1.421 1.662
H 3.559 -1.254 2.598
```


Quick one: least stable of them? B


--- A ---
2 unconnected molecules or ions with the total composition C5H15NO2. Source: the OMol25 dataset; level of theory: ωB97M-V/def2-TZVPD.

LUMO   0.820 eV
SMILES string   NCCCCCO.O

XYZ file:
```
23
C5H15NO2 (ωB97M-V/def2-TZVPD)
N 1.469 -0.766 2.519
C 0.387 -1.213 1.620
C 0.809 -1.219 0.142
C 1.396 0.085 -0.479
C 0.363 0.916 -1.261
C -0.498 1.823 -0.365
O -1.713 1.252 0.073
H 1.859 0.088 2.132
H 2.263 -1.394 2.518
H 0.202 -2.228 1.875
H -0.417 -0.518 1.790
H 1.583 -1.981 0.071
H -0.009 -1.502 -0.521
H 1.885 0.738 0.248
H 2.197 -0.250 -1.145
H 0.843 1.572 -1.988
H -0.276 0.251 -1.841
H 0.148 2.098 0.486
H -0.747 2.774 -0.834
H -1.545 0.699 0.842
O -3.676 -0.605 -2.078
H -3.183 -0.005 -2.624
H -3.340 -0.615 -1.181
```


--- B ---
2 unconnected molecules or ions with the total composition C5H15NO2. Source: the OMol25 dataset; level of theory: ωB97M-V/def2-TZVPD.

LUMO   0.802 eV
SMILES string   CCNC[C@@H](C)O.O

XYZ file:
```
23
C5H15NO2 (ωB97M-V/def2-TZVPD)
C 2.604 -1.025 -0.039
C 1.779 0.205 0.228
N 0.619 -0.203 1.018
C -0.221 -1.205 0.353
C -1.158 -0.488 -0.721
C -2.469 -1.226 -1.089
O -1.448 0.728 -0.053
H 2.611 -1.268 -1.083
H 3.689 -0.961 0.383
H 2.258 -1.929 0.600
H 1.712 0.889 -0.668
H 2.443 0.544 1.034
H 0.094 0.412 1.418
H -0.754 -1.908 1.005
H 0.355 -1.943 -0.199
H -0.772 -0.230 -1.625
H -2.147 -2.256 -1.413
H -3.047 -0.850 -1.938
H -3.101 -1.370 -0.279
H -2.098 1.099 -0.594
O 0.219 2.724 0.339
H 0.990 3.326 0.238
H 0.059 2.678 1.321
```


--- C ---
2 unconnected molecules or ions with the total composition C5H15NO2. Source: the OMol25 dataset; level of theory: ωB97M-V/def2-TZVPD.

LUMO   0.714 eV
SMILES string   CC(C)CNCO.O

XYZ file:
```
23
C5H15NO2 (ωB97M-V/def2-TZVPD)
C 2.315 -0.460 -0.747
C 0.775 -0.536 -0.845
C 0.442 -0.693 -2.360
C -0.100 0.660 -0.354
N -1.470 0.325 0.118
C -1.922 1.406 0.978
O -2.710 0.744 1.961
H 2.647 -1.358 -1.371
H 2.732 -0.477 0.289
H 2.845 0.538 -1.168
H 0.391 -1.345 -0.152
H 0.504 0.241 -2.913
H -0.497 -1.351 -2.450
H 1.216 -1.274 -2.991
H 0.415 1.117 0.411
H -0.185 1.360 -1.281
H -1.443 -0.547 0.761
H -2.525 2.104 0.342
H -1.166 1.947 1.533
H -2.671 -0.284 1.798
O 0.211 -1.078 2.653
H -0.300 -0.307 2.276
H 0.499 -0.732 3.513
```


Quick one: least stable of them? B


--- A ---
3 unconnected molecules or ions with the total composition C5H15NO2. Source: the OMol25 dataset; level of theory: ωB97M-V/def2-TZVPD.

LUMO   0.703 eV
SMILES string   C=C(CC)NC.O.O

XYZ file:
```
23
C5H15NO2 (ωB97M-V/def2-TZVPD)
C -1.073 2.158 -0.338
C -0.772 0.863 -0.385
C 0.473 0.275 0.236
C 0.583 0.601 1.775
N -1.584 -0.064 -1.069
C -0.911 -0.897 -2.082
H -1.932 2.530 -0.880
H -0.549 2.970 0.145
H 0.476 -0.809 0.155
H 1.365 0.691 -0.236
H 1.651 0.755 1.920
H 0.080 1.500 2.029
H 0.324 -0.265 2.382
H -2.412 0.368 -1.431
H -0.812 -1.904 -1.665
H 0.044 -0.518 -2.412
H -1.610 -0.977 -2.897
O -1.966 -2.074 1.776
H -1.154 -1.880 2.257
H -2.396 -1.211 1.747
O 4.234 -0.231 -0.434
H 4.329 0.687 -0.691
H 4.759 -0.440 0.340
```


--- B ---
3 unconnected molecules or ions with the total composition C5H15NO2. Source: the OMol25 dataset; level of theory: ωB97M-V/def2-TZVPD.

LUMO   0.379 eV
SMILES string   CCC/C=C/N.O.O

XYZ file:
```
23
C5H15NO2 (ωB97M-V/def2-TZVPD)
C 0.417 -0.782 2.307
C -1.019 -0.226 1.904
C -0.951 1.205 1.332
C -0.058 1.449 0.120
C -0.439 1.437 -1.213
N 0.578 1.239 -2.165
H 0.412 -0.818 3.387
H 1.269 -0.229 1.884
H 0.638 -1.770 2.016
H -1.413 -0.884 1.072
H -1.642 -0.074 2.775
H -1.995 1.663 1.241
H -0.413 1.740 2.204
H 1.093 1.297 0.150
H -1.448 1.644 -1.418
H 1.299 0.616 -2.037
H 0.277 1.015 -3.066
O -0.637 -1.679 -2.646
H -0.833 -1.812 -1.605
H -1.366 -1.124 -2.912
O 2.438 -1.234 -0.957
H 1.606 -1.273 -0.399
H 2.186 -1.399 -1.974
```


--- C ---
3 unconnected molecules or ions with the total composition C5H15NO2. Source: the OMol25 dataset; level of theory: ωB97M-V/def2-TZVPD.

LUMO   0.845 eV
SMILES string   C=CCCNC.O.O

XYZ file:
```
23
C5H15NO2 (ωB97M-V/def2-TZVPD)
C -3.433 -0.343 1.141
C -2.522 -0.966 0.408
C -1.052 -1.151 0.691
C -0.215 0.135 0.762
N -0.489 1.005 -0.368
C 0.347 2.209 -0.359
H -3.133 0.072 2.095
H -4.434 -0.245 0.762
H -2.853 -1.420 -0.524
H -0.641 -1.819 -0.070
H -0.913 -1.718 1.616
H 0.813 -0.209 0.686
H -0.307 0.607 1.753
H -1.470 1.256 -0.375
H 0.679 2.432 0.657
H 1.237 2.054 -0.964
H -0.205 3.075 -0.703
O 1.723 -0.204 -2.100
H 1.009 -0.099 -1.450
H 1.282 -0.607 -2.857
O 4.012 -0.969 0.367
H 4.584 -0.195 0.318
H 3.667 -0.981 -0.543
```


Quick one: least stable of them? B